Entry from OMol25: C14H46BInO13 as an isolated structure in a non-equilibrium geometry (ωB97M-V with the def2-TZVPD basis set).

The lowest unoccupied orbital energy comes out at -9.182 eV. Its energy above the lowest of the compared OMol25 structures with the same formula, charge and spin is 19.2587 eV. As for the charge: +2.

Last column: Löwdin charge in e.
CARTESIAN COORDINATES (ANGSTROEM)
In 1.34535 -0.24247 -1.77659  1.476
B 0.37349 -0.45806 0.50338  -0.572
H 1.16926 -1.16795 0.33894  0.069
H -0.14139 -0.68952 1.42293  0.109
H 0.71486 0.56540 0.51888  0.045
H -0.28441 -0.59650 -0.34056  0.068
C -4.02580 -0.20870 0.59855  -0.015
C -2.64905 -0.66957 1.09276  -0.234
O -1.78661 0.40338 1.31496  -0.096
H -3.90397 0.29163 -0.36214  0.045
H -4.47492 0.45658 1.33599  0.096
H -4.66165 -1.09285 0.55288  0.101
H -2.26874 -1.33975 0.32183  0.089
H -2.78761 -1.30685 1.96613  0.142
H -0.85286 0.18053 1.30818  0.007
C -1.73341 0.84299 -1.98498  -0.129
C -2.81695 -0.12295 -2.49306  -0.069
O -2.55542 -1.46154 -2.00935  -0.002
O -0.50319 0.44121 -2.65371  -0.131
H -1.67836 0.70713 -0.90489  0.131
H -2.05045 1.86115 -2.21071  0.147
H -2.83850 -0.05012 -3.58042  0.153
H -3.75861 0.19802 -2.04767  0.127
H -3.27669 -2.06572 -2.19994  0.181
H -0.70975 0.50818 -3.58883  0.149
C 3.20312 -0.14711 0.71169  -0.179
C 3.64929 1.18769 0.03889  -0.108
O 2.69665 1.70924 -0.89486  -0.117
O 2.97770 -1.13602 -0.25842  -0.109
H 2.23305 0.02236 1.17896  0.047
H 3.88034 -0.42393 1.51968  0.173
H 4.57877 1.00599 -0.50068  0.135
H 3.79969 1.88458 0.86341  0.148
H 3.00158 2.56133 -1.21509  0.093
H 3.59185 -1.85970 -0.11446  0.144
C 1.77090 -1.86722 2.77235  -0.152
C 0.46672 -2.65733 2.69814  -0.138
O -0.12403 -2.70130 1.40235  -0.121
O 1.56644 -0.50676 2.50923  -0.131
H 2.56813 -2.16388 2.09079  0.114
H 2.20011 -2.00738 3.76443  0.146
H -0.27737 -2.24695 3.38079  0.137
H 0.69199 -3.69244 2.95487  0.136
H -0.17095 -1.81953 1.02567  -0.039
H 1.11629 -0.37475 1.67165  -0.050
C -0.76965 -2.63258 -1.21369  -0.205
C 0.48532 -3.47389 -1.09238  -0.137
O 1.58808 -2.61391 -0.86161  -0.134
O -0.62815 -1.62057 -2.15058  -0.112
H -1.09275 -2.28739 -0.23156  0.084
H -1.56314 -3.30790 -1.53375  0.158
H 0.70665 -4.11737 -1.94388  0.140
H 0.36524 -4.14538 -0.24222  0.142
H 2.27464 -3.09027 -0.38903  0.128
H -1.50471 -1.27270 -2.33012  -0.144
C 1.19748 3.05743 -2.16740  -0.152
C -0.14717 2.69093 -1.44699  -0.083
O 0.02612 1.44130 -0.66647  -0.268
O 1.68516 2.00579 -3.01329  -0.066
H 1.94503 3.30609 -1.41411  0.108
H 0.97619 4.00809 -2.65254  0.151
H -0.86152 2.48570 -2.24429  0.086
H -0.56724 3.55217 -0.92745  0.158
H -0.38256 1.63281 0.18082  -0.214
H 1.92650 2.45029 -3.82924  0.132
C -0.62391 2.95700 1.71895  -0.096
C 0.08435 1.99313 2.67904  -0.125
O 1.24278 1.47126 2.01903  -0.081
O -1.11904 2.24611 0.61317  -0.039
H 0.09648 3.68407 1.34411  0.143
H -1.42630 3.48529 2.23392  0.147
H -0.57581 1.16977 2.95174  0.131
H 0.23718 2.54253 3.60797  0.145
H 1.00837 0.88653 1.29464  -0.078
H -1.84852 1.74513 0.98528  0.069